ORCA calculation (ωB97M-V/def2-TZVPD) on a 10-piece molecular cluster, C77H170N10O11 overall at a distorted geometry.

Values from the calculation:
Multiplicity: 1
Total charge: 0
LUMO level: 0.5 eV
Strongest force on any atom: 4.48 eV/Å
Kohn-Sham gap: 8.36 eV
HOMO: -7.89 eV
Energy relative to the best compared isomer or geometry (same formula, charge and spin): 0.000 eV
SMILES: CC1(C)CCCC(C)(C)N1O.CC1(C)CCCC(C)(C)N1O.CC1(C)CCCC(C)(C)N1O.CC1(C)CCCC(C)(C)N1O.CC1(C)CCCC(C)(C)N1O.CC1(C)CCCC(C)(C)N1O.CC1(C)CCCC(C)(C)N1O.COC[C@H](C)N.COC[C@H](C)N.COCCNCCOC

Structure (XYZ):
```
268
Properties=species:S:1:pos:R:3:forces:R:3:lowdin_charge:R:1
C 2.07307 -4.18265 -3.68079 1.47 0.11 -0.30 -0.07
C 1.25818 -3.29953 -4.58496 -2.09 0.48 2.22 -0.53
C 0.28217 -2.71604 -3.49405 -1.12 2.35 -2.64 -0.11
C -0.61779 -1.60804 -4.22263 1.79 -0.40 1.65 -0.16
C 0.25330 -0.48974 -4.87369 -0.21 -1.64 -1.74 -0.09
C 1.42735 -1.03448 -5.85160 -1.09 0.45 1.30 -0.44
N 2.04579 -2.18707 -5.11856 -0.90 1.25 1.03 -0.10
O 3.07608 -2.71055 -5.85706 1.18 -0.73 -1.26 -0.02
C 0.87112 -1.33680 -7.26926 -0.32 -1.00 0.16 -0.04
C 2.49987 0.02065 -6.06249 0.87 0.34 0.27 -0.05
C 0.58319 -4.15862 -5.62510 0.49 0.04 0.10 -0.01
H 1.47843 -4.87446 -3.08422 -0.26 0.18 -0.13 0.10
H 2.54733 -3.45976 -3.01700 0.56 -0.49 0.27 0.07
H 2.77592 -4.78234 -4.25913 0.42 0.06 0.17 0.09
H -0.41226 -3.42450 -3.04242 0.39 -0.35 -0.06 0.10
H 0.86501 -2.19605 -2.73379 0.07 -0.21 0.11 0.09
H -1.13896 -1.08588 -3.42025 -0.60 -0.15 -0.09 0.09
H -1.32534 -2.14425 -4.85505 0.00 0.45 -0.31 0.09
H 0.57400 0.21007 -4.10199 0.45 -0.15 -0.12 0.11
H -0.44614 0.01843 -5.53752 0.14 0.54 -0.02 0.10
H 0.72304 -0.47344 -7.91795 -0.27 0.38 0.55 0.08
H 1.50800 -1.96263 -7.89442 0.52 -0.18 0.43 0.08
H -0.04834 -1.91565 -7.18188 -0.29 0.23 -0.12 0.07
H 3.21630 -0.40199 -6.76691 0.08 0.26 -0.21 0.08
H 2.14920 0.98714 -6.42445 -0.54 -0.27 -0.46 0.09
H 3.07738 0.34323 -5.19615 -0.12 -0.57 0.52 0.06
H 1.23562 -4.00945 -6.48544 -0.49 -0.57 -0.47 0.08
H -0.45931 -3.89784 -5.80748 0.13 -0.09 -0.24 0.08
H 0.69340 -5.16960 -5.23280 -0.49 -0.24 -0.61 0.08
H 3.87120 -2.43590 -5.39450 0.30 0.03 0.22 0.07
C 5.36388 -0.71153 4.41618 -0.11 -0.23 0.33 -0.03
C 6.30359 0.49804 4.59969 -1.52 1.23 -2.18 -0.48
C 5.55973 1.80616 4.03025 -0.91 -0.21 0.23 -0.11
C 4.41597 2.43342 4.88537 2.06 -1.97 1.08 -0.17
C 5.10648 2.70074 6.28446 -1.78 0.21 -0.99 -0.11
C 5.93538 1.52110 6.92912 -2.84 -0.91 0.62 -0.49
N 6.72859 0.79793 5.93697 1.09 0.69 0.77 -0.10
O 7.36610 -0.34843 6.53072 -0.50 0.46 -0.20 -0.01
C 6.74280 2.08014 8.06001 1.00 0.74 -0.22 -0.06
C 4.93845 0.52924 7.68359 -0.24 0.61 -1.15 -0.03
C 7.56067 0.24170 3.72651 1.11 0.14 0.45 -0.04
H 4.36211 -0.60002 4.83107 0.11 0.21 0.45 0.06
H 5.85390 -1.57658 4.86300 -0.20 -0.14 0.05 0.08
H 5.14167 -0.94954 3.37595 0.51 0.20 -0.25 0.08
H 6.29165 2.58999 3.83528 0.16 -0.05 -0.08 0.11
H 4.99230 1.60183 3.12229 0.84 -0.61 -0.60 0.09
H 3.59898 1.71968 4.99119 0.12 -0.42 0.28 0.08
H 3.91120 3.21059 4.31152 0.59 0.76 0.50 0.10
H 4.26096 2.93428 6.93148 0.27 -0.07 0.63 0.10
H 5.62671 3.65258 6.17741 0.70 -0.24 0.17 0.11
H 7.24480 1.26043 8.57398 0.50 0.27 -0.14 0.08
H 7.37443 2.85487 7.62535 0.80 -0.22 0.31 0.09
H 6.17831 2.60912 8.82790 -0.56 -0.21 -0.23 0.09
H 5.41294 -0.22626 8.30983 0.34 0.06 -0.35 0.08
H 4.27949 1.09598 8.34138 -0.07 0.12 -0.10 0.08
H 4.34424 0.05194 6.90435 -0.25 -0.26 0.29 0.06
H 8.42411 0.78685 4.10780 -0.10 0.32 0.49 0.08
H 7.59592 0.56093 2.68490 -1.00 -0.15 -0.14 0.08
H 7.91124 -0.78924 3.77513 -0.39 -0.22 -0.07 0.08
H 8.26968 -0.03881 6.62701 0.19 -0.10 0.03 0.10
C -6.43689 -1.19273 3.48159 0.42 -0.76 -0.49 -0.04
C -6.08595 0.29893 3.56607 0.42 -0.12 -0.07 -0.43
C -4.62573 0.56280 2.97922 1.26 -0.03 2.58 -0.10
C -4.27020 2.00119 2.67598 -0.66 0.14 -0.84 -0.21
C -5.24459 2.44367 1.65566 -1.22 1.25 -1.25 -0.16
C -6.78671 2.37557 2.12473 0.88 1.46 0.69 -0.38
N -7.04302 1.05233 2.71989 1.47 0.23 -0.48 -0.13
O -8.38774 0.88067 3.10174 0.26 -0.05 0.22 -0.01
C -6.95528 3.65524 3.19437 -0.29 -2.37 -1.37 0.00
C -7.75275 2.52016 0.90612 1.17 -0.15 0.04 -0.03
C -6.09351 0.62412 5.08349 -0.24 1.89 0.15 -0.03
H -7.29748 -1.60898 4.00524 -0.27 0.88 0.50 0.08
H -5.59986 -1.75558 3.89473 0.18 -0.11 -0.19 0.07
H -6.61682 -1.53462 2.46236 0.45 0.18 -0.33 0.08
H -3.88121 0.41674 3.76184 -0.47 -0.80 1.00 0.08
H -4.13550 -0.12862 2.29386 -1.21 0.01 -0.97 0.11
H -3.26132 2.12089 2.28110 0.15 -0.46 -0.13 0.11
H -4.28888 2.75884 3.45939 -0.23 -0.61 0.82 0.11
H -5.03290 1.96778 0.69816 -0.58 -0.93 0.00 0.11
H -4.91713 3.44118 1.36267 -0.94 0.61 0.31 0.07
H -6.76689 4.57854 2.64654 0.09 0.00 0.24 0.07
H -7.96258 3.64162 3.61064 -0.09 0.10 -0.17 0.06
H -6.27880 3.47493 4.02981 0.17 0.34 -0.17 0.04
H -7.61694 3.47742 0.40283 -0.40 0.40 0.46 0.08
H -7.43905 1.84498 0.10999 0.11 -0.52 0.18 0.06
H -8.78783 2.27074 1.13961 0.10 0.48 0.14 0.07
H -5.78396 1.64974 5.28439 0.45 0.37 -0.41 0.06
H -5.42665 0.06612 5.74078 -0.23 -0.64 -0.45 0.06
H -7.09560 0.69878 5.50581 -0.24 -0.80 -0.17 0.08
H -8.61461 0.16779 2.50012 -0.60 -0.12 0.07 0.10
C -4.03076 7.41541 -1.03778 -0.01 -0.46 1.22 -0.04
C -3.46161 6.03790 -1.50494 -2.02 0.12 0.14 -0.49
C -4.39294 5.56158 -2.67714 0.11 -1.06 -0.59 -0.12
C -3.80285 4.47979 -3.64487 0.97 1.92 1.46 -0.15
C -2.38769 4.91529 -4.06987 -0.87 -1.11 -0.27 -0.16
C -1.46591 5.31909 -2.96222 0.13 0.02 1.89 -0.46
N -2.14425 6.24840 -1.98912 0.99 -0.43 -3.07 -0.13
O -1.19802 6.66882 -1.06291 -0.04 0.16 0.98 -0.01
C -0.89318 4.03850 -2.20695 0.07 1.10 -0.07 -0.02
C -0.28777 6.07241 -3.62688 0.23 -0.47 0.55 -0.04
C -3.57842 5.00617 -0.34491 0.47 0.26 0.52 -0.03
H -4.02888 8.23642 -1.75475 0.17 -0.38 -0.32 0.08
H -3.51861 7.75701 -0.13828 0.57 0.06 -0.09 0.07
H -5.03401 7.31168 -0.62445 -0.35 -0.26 -0.48 0.08
H -5.25494 5.07298 -2.22290 -0.20 0.31 0.26 0.11
H -4.79016 6.36033 -3.30349 0.29 0.43 0.26 0.11
H -4.42667 4.37828 -4.53292 -0.10 -0.40 0.27 0.11
H -3.67581 3.57798 -3.04594 -0.34 -0.39 -0.42 0.10
H -2.37799 5.69088 -4.83568 -0.27 -0.12 -0.14 0.12
H -1.97931 3.97253 -4.43394 0.47 0.30 -0.78 0.12
H -0.29917 4.41939 -1.37619 0.30 -0.09 -0.09 0.07
H -1.59521 3.35387 -1.73100 -0.51 0.21 -0.38 0.06
H -0.27003 3.45024 -2.88055 0.12 0.05 -0.01 0.07
H 0.46481 6.44967 -2.93448 0.02 -0.43 0.29 0.07
H 0.18146 5.31427 -4.25387 0.26 0.28 -0.28 0.08
H -0.54662 6.95617 -4.21002 -0.58 -0.25 -0.20 0.09
H -4.48085 5.06016 0.26403 -0.37 0.36 -0.52 0.06
H -2.80116 5.19650 0.39518 0.36 0.02 -0.10 0.09
H -3.48426 3.96187 -0.64269 0.06 0.05 -0.32 0.07
H -0.95950 7.53583 -1.39906 0.11 0.20 0.23 0.11
C 1.55343 1.55178 2.67496 -0.77 -0.38 1.35 -0.03
C 1.16109 0.70041 1.44646 0.63 0.50 1.02 -0.50
C 2.41054 0.63495 0.62806 1.74 -1.14 -2.00 -0.13
C 2.47489 -0.51160 -0.44115 0.10 -0.26 1.71 -0.15
C 2.23815 -1.86661 0.25713 -0.92 1.12 -0.09 -0.11
C 0.91414 -1.85822 1.11730 -0.87 -0.40 -1.86 -0.49
N 0.78933 -0.66073 1.91989 0.37 1.09 1.64 -0.04
O -0.49167 -0.66333 2.61904 0.34 0.08 -1.62 -0.02
C -0.29731 -1.97548 0.15151 -0.36 -0.40 0.48 -0.02
C 0.91104 -3.09649 1.99563 0.96 0.01 1.38 -0.03
C 0.19918 1.51350 0.65594 -2.05 0.11 -2.07 -0.04
H 2.23315 1.05283 3.36571 -0.02 -0.57 -0.20 0.06
H 0.63453 1.70936 3.23966 -0.07 0.19 0.24 0.08
H 2.01774 2.53120 2.55985 -0.21 0.08 -0.96 0.09
H 2.55636 1.50593 -0.01088 -0.35 0.58 0.53 0.09
H 3.26432 0.64427 1.30561 0.28 -0.55 -0.10 0.11
H 3.45876 -0.59548 -0.90274 0.03 0.43 -0.07 0.08
H 1.76143 -0.27957 -1.23187 -0.17 -0.24 -0.04 0.10
H 3.11844 -2.10052 0.85586 -0.06 0.04 0.31 0.12
H 2.19443 -2.62716 -0.52246 -0.33 -0.33 0.20 0.10
H -0.43538 -3.03658 -0.05609 0.45 -0.01 -1.13 0.08
H -1.27044 -1.80177 0.61082 0.20 0.57 0.62 0.07
H -0.25176 -1.27390 -0.68145 0.18 -0.49 -0.36 0.07
H -0.05796 -3.50903 2.27664 0.05 0.08 -0.36 0.06
H 1.59637 -3.87350 1.65699 -0.41 -0.20 -0.64 0.08
H 1.40411 -2.82694 2.92962 -0.09 0.22 0.31 0.07
H 0.00072 1.08819 -0.32783 0.36 -0.54 -0.35 0.07
H 0.60531 2.48228 0.36506 0.08 0.18 0.58 0.08
H -0.84271 1.63102 0.95388 0.19 0.11 1.04 0.08
H -0.32916 -0.62610 3.56446 0.80 0.15 0.51 0.05
C -4.92966 -5.21021 -1.30971 0.16 0.75 -0.49 -0.03
C -4.86424 -3.93401 -2.29813 2.44 -2.03 0.84 -0.48
C -5.39012 -4.45894 -3.62844 -0.44 0.09 -0.34 -0.15
C -5.90323 -3.36559 -4.52011 -1.74 0.26 -0.41 -0.16
C -6.88655 -2.40820 -3.74765 1.98 -0.21 -0.98 -0.11
C -6.16002 -1.77563 -2.56682 0.36 0.40 -0.06 -0.51
N -5.58136 -2.85925 -1.71274 -3.80 0.56 -2.31 -0.13
O -5.10237 -2.41052 -0.51425 0.98 0.24 0.84 0.02
C -5.14534 -0.71349 -3.04294 1.12 -0.47 -0.23 -0.03
C -7.23096 -1.02092 -1.86340 -1.10 0.23 2.11 -0.07
C -3.39698 -3.52043 -2.39245 1.15 -0.45 -0.22 -0.03
H -4.20686 -5.26637 -0.49576 -0.20 1.14 0.44 0.04
H -4.63224 -6.16708 -1.73870 -0.61 0.05 -1.00 0.08
H -5.96051 -5.21447 -0.95554 0.05 -0.48 0.20 0.09
H -4.60416 -4.95202 -4.20050 0.34 -0.15 0.47 0.12
H -6.12619 -5.24659 -3.46744 -0.39 0.23 0.15 0.12
H -6.44031 -3.77645 -5.37499 -0.26 -0.37 0.04 0.10
H -5.05626 -2.92290 -5.04430 0.02 0.88 0.52 0.11
H -7.81322 -2.86341 -3.39814 0.23 -0.56 -0.08 0.12
H -7.18941 -1.57741 -4.38496 0.01 -0.03 -0.19 0.12
H -4.55205 -0.29834 -2.22823 -0.10 -0.20 0.34 0.08
H -4.42668 -1.17553 -3.71982 0.08 0.09 -0.15 0.06
H -5.53610 0.16085 -3.56345 -0.61 -0.23 -0.03 0.09
H -7.92087 -1.70868 -1.37439 -0.19 -0.27 -0.10 0.09
H -6.88386 -0.40998 -1.03012 0.34 0.20 -0.10 0.07
H -7.83996 -0.38907 -2.50991 0.30 0.00 -0.26 0.09
H -3.21203 -2.47272 -2.62948 -0.24 0.03 0.38 0.06
H -2.83230 -4.05139 -3.15881 -0.12 -0.40 -0.11 0.08
H -2.94535 -3.80596 -1.44240 0.38 0.59 -0.02 0.07
H -5.47409 -3.06792 0.07842 0.03 0.20 0.71 0.08
C 6.22186 2.01956 -4.31856 0.09 0.75 -0.30 -0.03
C 5.41452 2.63317 -3.11933 -0.04 -1.06 -0.80 -0.48
C 6.49409 3.15606 -2.11216 -1.87 -0.18 -0.86 -0.12
C 5.90910 4.14831 -1.12974 0.38 0.99 -0.03 -0.17
C 5.13588 5.28986 -1.86085 1.30 -1.29 -0.76 -0.12
C 4.03606 4.79253 -2.82540 -2.57 -2.28 1.61 -0.46
N 4.44340 3.61277 -3.65500 1.54 1.97 -0.12 -0.08
O 3.35910 3.08059 -4.48099 1.20 0.30 1.56 -0.01
C 2.84167 4.33184 -1.83702 0.07 1.66 -0.06 -0.02
C 3.57265 5.93942 -3.72825 0.78 -0.72 -0.10 -0.04
C 4.67581 1.52417 -2.43581 -1.84 -1.39 0.16 -0.05
H 5.59727 1.56870 -5.08976 -0.20 -0.38 0.33 0.07
H 7.05040 1.36506 -4.04792 -0.47 -0.58 0.52 0.07
H 6.79184 2.76817 -4.86885 -0.27 0.73 0.13 0.08
H 6.74347 2.24654 -1.56564 0.65 0.15 -0.16 0.11
H 7.31353 3.50653 -2.73968 0.23 0.40 0.56 0.12
H 6.75597 4.55292 -0.57547 0.08 0.52 -0.04 0.11
H 5.35792 3.68077 -0.31384 -0.53 -0.30 -0.40 0.11
H 5.86732 5.76801 -2.51236 0.29 0.35 0.10 0.12
H 4.77753 6.02769 -1.14301 -0.33 -0.06 -0.24 0.12
H 3.07535 3.66798 -1.00468 0.38 -0.81 -0.72 0.05
H 2.57677 5.17719 -1.20196 -0.09 0.78 -0.26 0.07
H 1.89637 4.11008 -2.33233 0.34 -0.55 -0.18 0.05
H 2.71577 5.73867 -4.37133 -0.49 -0.06 0.75 0.07
H 3.49158 6.80320 -3.06838 -0.34 0.28 -0.52 0.09
H 4.34747 6.05470 -4.48618 0.46 0.51 0.25 0.08
H 3.84127 1.75220 -1.77276 0.68 1.06 0.85 0.06
H 5.31813 0.80155 -1.93247 -0.03 -0.08 -0.23 0.07
H 3.97646 1.03135 -3.11118 0.72 -0.65 -0.81 0.08
H 3.71007 3.27522 -5.35307 -0.10 -0.01 -0.22 0.09
C 6.56032 -1.62057 -5.56095 -1.11 -0.29 -0.47 -0.12
O 5.87463 -1.87878 -4.32816 2.18 0.87 1.67 -0.22
C 6.84251 -1.78501 -3.15028 -1.54 -1.69 0.82 -0.11
C 6.06702 -2.13184 -1.77299 -0.88 -0.30 -1.95 -0.15
N 5.18533 -3.32442 -1.85018 0.46 1.30 0.09 -0.06
C 5.76089 -4.64610 -1.98529 0.23 0.89 0.94 -0.21
C 4.70950 -5.57152 -1.52688 -1.02 -1.92 -0.80 -0.25
O 5.29576 -6.81992 -1.14510 -0.99 0.84 0.49 -0.16
C 4.28565 -7.79527 -1.15357 0.18 -1.06 0.37 -0.14
H 7.45752 -2.21266 -5.74136 0.36 0.16 0.61 0.09
H 6.68417 -0.56019 -5.78083 0.46 0.12 0.47 0.07
H 5.90285 -1.95475 -6.36355 -0.36 -0.14 0.06 0.08
H 7.39286 -0.86323 -2.96182 -0.42 0.52 -0.81 0.10
H 7.58291 -2.56234 -3.33911 0.09 -0.08 -0.04 0.10
H 5.46578 -1.26482 -1.49932 -0.51 -0.03 -0.52 0.06
H 6.65684 -2.17414 -0.85734 0.88 -0.55 -0.48 0.11
H 4.51315 -3.26992 -2.60203 -0.06 0.80 -0.03 0.07
H 6.59247 -4.75234 -1.28867 0.39 0.03 -0.34 0.13
H 5.98214 -4.91571 -3.01799 0.74 0.05 -0.02 0.13
H 4.06267 -5.77930 -2.37925 -0.17 -0.15 -0.52 0.10
H 3.95851 -5.19313 -0.83339 0.65 0.27 0.87 0.12
H 3.30426 -7.55656 -0.74371 -0.08 1.03 0.04 0.08
H 4.58189 -8.59354 -0.47306 0.41 -0.34 -0.48 0.09
H 4.11826 -8.12879 -2.17770 0.01 -0.37 -0.06 0.09
C -6.33179 -5.48681 3.11783 0.67 -0.16 0.67 -0.05
C -5.22884 -5.57323 2.06798 -0.83 0.64 1.02 -0.48
C -3.87089 -5.06613 2.53226 -0.03 0.20 -0.37 -0.20
O -4.02140 -3.72782 2.91618 -0.34 0.85 -0.12 -0.20
C -2.85846 -2.92216 3.09447 -0.32 -0.43 0.03 -0.06
N -5.10294 -6.89945 1.58350 0.66 -1.27 -0.23 0.05
H -6.28450 -4.51271 3.60462 -0.53 0.33 -0.55 0.07
H -6.19955 -6.14756 3.97458 0.07 -0.59 -0.26 0.08
H -7.25743 -5.71784 2.59064 -0.29 0.29 0.45 0.08
H -5.62888 -4.85769 1.34960 0.47 0.28 -0.69 0.10
H -3.21021 -5.13604 1.66814 0.42 0.00 -0.23 0.11
H -3.43916 -5.67943 3.32320 -0.11 -0.19 0.25 0.13
H -2.97309 -1.92017 2.68100 -0.39 -0.15 -0.27 0.07
H -1.99724 -3.36641 2.59543 0.07 -0.05 0.27 0.06
H -2.72505 -2.77790 4.16662 0.50 -0.23 0.11 0.08
H -4.35879 -7.02526 0.91228 -0.05 0.06 -0.07 0.07
H -5.92812 -7.37852 1.25236 -0.13 0.37 0.11 0.08
C -2.61494 -0.22419 6.19304 -1.55 -0.11 0.11 -0.04
C -1.52470 0.08645 7.16308 0.66 -1.74 -0.83 -0.53
C -0.27005 0.53600 6.47952 1.46 -2.02 0.94 -0.17
O 0.25425 -0.40767 5.55625 0.06 -0.70 -1.94 -0.24
C 0.52790 -1.78001 5.95570 -0.96 1.37 0.05 -0.04
N -1.79907 0.96071 8.20212 -1.87 2.64 2.04 0.04
H -2.39920 -0.99905 5.45742 0.31 0.29 -0.13 0.07
H -3.04719 0.66865 5.74127 0.42 0.18 -0.43 0.08
H -3.46683 -0.60584 6.75584 -0.14 -0.27 0.19 0.08
H -1.39948 -0.77073 7.82464 0.81 -1.02 -0.93 0.14
H 0.51894 0.52291 7.23147 -0.08 1.24 0.45 0.13
H -0.44421 1.48577 5.97384 0.35 -0.04 -0.09 0.14
H 1.50593 -1.91707 6.41698 0.05 0.30 0.17 0.09
H 0.48817 -2.37931 5.04612 -0.05 0.08 0.05 0.07
H -0.27895 -2.05951 6.63317 0.25 -0.54 0.06 0.08
H -2.67011 0.63839 8.59897 -0.08 -0.31 0.78 0.08
H -2.11481 1.88057 7.92962 0.44 0.62 -0.61 0.08
```
Positions in Å, forces in eV/Å.